Run 1
A structure of composition CH4ClN2O. Source: the Open Molecules 2025 dataset; level of theory: ωB97M-V/def2-TZVPD.

highest occupied orbital energy (alpha / beta)	-15.3 / -15.5	eV
total charge	+1
M	95.51	g/mol
HOMO-LUMO gap (alpha / beta)	7.5 / 8.1	eV

Last column: Mulliken charge in e.
Geometry (Å):
C  1.152  0.255  -1.144  -0.57
N  -1.758  0.458  1.634  -0.18
N  0.237  -0.216  -0.191  0.22
O  0.419  -1.186  0.574  -0.23
Cl  -1.236  -0.884  2.083  0.48
H  2.172  -0.223  -0.960  0.36
H  0.994  1.332  -1.140  0.29
H  0.700  -0.129  -1.970  0.30
H  -2.680  0.593  1.114  0.34

Run 2
A cluster of 2 separate species, CH4ClN2O in total. Source: the Open Molecules 2025 dataset; level of theory: ωB97M-V/def2-TZVPD.

highest occupied orbital energy (alpha / beta)	-14.8 / -12.6	eV
total charge	+1
M	95.51	g/mol
HOMO-LUMO gap (alpha / beta)	9.5 / 4.5	eV

Last column: Mulliken charge in e.
Geometry (Å):
C  1.523  0.196  0.218  0.11
N  2.317  0.994  0.828  -0.16
N  -1.482  -1.300  -0.585  -0.07
O  -1.881  -2.022  0.360  -0.11
Cl  1.884  -1.340  -0.351  -0.04
H  1.932  1.893  1.080  0.30
H  3.295  0.776  1.099  0.27
H  -0.446  -1.381  -0.711  0.29
H  -2.739  -1.794  0.625  0.41

Run 3
The ion CH4ClN2O with charge +1. Source: the Open Molecules 2025 dataset; level of theory: ωB97M-V/def2-TZVPD.

highest occupied orbital energy	-16.8	eV
total charge	+1
M	95.51	g/mol
SMILES string	C/[N+](O)=N\Cl
HOMO-LUMO gap	10.4	eV

Last column: Mulliken charge in e.
Geometry (Å):
C  -0.115  -0.552  0.020  -0.63
N  1.830  0.832  -0.052  -0.50
N  0.612  0.662  0.053  0.91
O  -0.006  1.816  0.203  -0.36
Cl  2.878  -0.440  -0.274  0.11
H  -1.149  -0.392  0.319  0.33
H  0.373  -1.279  0.677  0.31
H  -0.087  -0.971  -0.993  0.38
H  0.761  2.452  0.162  0.46

Of them, run 1 has the lowest stability.

Run 1
The molecule C4H10S. Source: the Open Molecules 2025 dataset; level of theory: ωB97M-V/def2-TZVPD.

highest occupied orbital energy	-8.4	eV
M	90.19	g/mol
SMILES string	CCCSC
HOMO-LUMO gap	9.4	eV

Last column: Mulliken charge in e.
Geometry (Å):
C  -2.125  -0.768  -0.453  -0.93
C  -1.322  -0.338  0.825  -0.26
C  0.131  -0.733  0.811  -0.71
S  1.350  -0.049  -0.363  -0.09
C  0.875  1.712  -0.411  -0.80
H  -1.372  -0.474  -1.360  0.21
H  -2.333  -1.876  -0.486  0.30
H  -3.191  -0.199  -0.522  0.25
H  -1.782  -0.751  1.690  0.38
H  -1.294  0.863  0.864  0.13
H  0.217  -1.796  0.650  0.32
H  0.536  -0.470  1.756  0.39
H  1.669  2.455  -0.603  0.33
H  0.183  1.606  -1.284  0.21
H  0.404  2.192  0.471  0.26

Run 2
A cluster of 2 separate species, C4H10S in total. Source: the Open Molecules 2025 dataset; level of theory: ωB97M-V/def2-TZVPD.

highest occupied orbital energy	-9.0	eV
M	90.19	g/mol
SMILES string	C=C.CCS
HOMO-LUMO gap	10.1	eV

Last column: Mulliken charge in e.
Geometry (Å):
C  -2.553  -1.297  0.801  -0.58
C  -2.646  -1.889  1.978  -0.41
H  -2.122  -1.775  -0.067  0.30
H  -2.927  -0.290  0.653  0.23
H  -2.299  -2.894  2.154  0.24
H  -3.081  -1.347  2.813  0.21
C  2.504  1.614  -0.634  -0.93
C  1.472  0.932  -1.503  -0.49
S  0.732  -0.590  -0.840  -0.22
H  2.044  2.186  0.172  0.30
H  3.176  0.864  -0.206  0.30
H  3.125  2.265  -1.242  0.31
H  1.860  0.627  -2.475  0.32
H  0.647  1.599  -1.770  0.32
H  0.067  -0.005  0.166  0.11

Of them, run 1 has the lowest stability.

Run 1
A cluster of 2 separate species, C10H16 in total. Source: the Open Molecules 2025 dataset; level of theory: ωB97M-V/def2-TZVPD.

highest occupied orbital energy (alpha / beta)	-13.9 / -13.9	eV
total charge	+1
M	136.24	g/mol
⟨S²⟩	0.768
multiplicity	2
HOMO-LUMO gap (alpha / beta)	9.4 / 5.7	eV

Last column: Mulliken charge in e.
Geometry (Å):
C  1.812  0.331  1.920  -0.76
C  2.529  1.467  2.711  -1.02
H  0.738  0.269  1.808  0.33
H  2.337  -0.012  1.037  0.25
H  1.833  -0.456  2.764  0.30
H  2.755  2.281  2.010  0.29
H  3.491  1.124  3.094  0.30
H  1.856  1.910  3.455  0.32
C  -1.370  0.723  -2.423  -0.58
C  -0.221  1.690  -2.183  -1.09
C  -1.380  -0.406  -1.431  0.80
C  -2.393  -0.728  -0.536  -0.48
C  -0.093  -1.116  -1.258  -0.22
C  -2.220  -1.678  0.441  -0.42
C  0.139  -1.984  -0.230  -0.68
C  -0.963  -2.357  0.527  -0.26
H  -2.399  1.123  -2.234  0.37
H  -1.372  0.304  -3.443  0.30
H  -0.231  2.610  -2.780  0.34
H  -3.361  -0.213  -0.536  0.33
H  0.614  -0.917  -2.058  0.56
H  -2.980  -1.864  1.172  0.44
H  1.085  -2.338  0.107  0.51
H  -0.775  -3.025  1.383  0.35
H  0.787  1.205  -2.165  0.33
H  -0.217  2.058  -1.152  0.37

Run 2
A cluster of 2 separate species, C10H16 in total. Source: the Open Molecules 2025 dataset; level of theory: ωB97M-V/def2-TZVPD.

highest occupied orbital energy (alpha / beta)	-14.5 / -14.5	eV
total charge	+1
M	136.24	g/mol
⟨S²⟩	0.767
multiplicity	2
HOMO-LUMO gap (alpha / beta)	10.1 / 6.5	eV

Last column: Mulliken charge in e.
Geometry (Å):
C  0.262  -1.422  -0.810  -0.55
C  -0.500  -2.333  -1.816  -1.18
C  -0.749  -0.747  0.039  0.82
C  -0.945  -1.083  1.412  -0.35
C  -1.538  0.299  -0.568  -0.37
C  -1.991  -0.563  2.098  -0.36
C  -2.623  0.721  0.105  -0.46
C  -2.937  0.179  1.398  -0.39
H  0.939  -1.925  -0.117  0.50
H  0.906  -0.673  -1.274  0.06
H  0.178  -3.074  -2.201  0.37
H  -0.335  -1.805  1.955  0.36
H  -1.254  0.509  -1.590  0.45
H  -2.092  -0.812  3.152  0.41
H  -3.314  1.442  -0.318  0.42
H  -3.901  0.410  1.841  0.44
H  -0.921  -1.741  -2.624  0.38
H  -1.273  -2.830  -1.247  0.38
C  2.921  1.199  -0.009  -0.39
C  2.515  2.670  0.171  -0.95
H  2.239  0.694  -0.686  -0.19
H  3.910  1.181  -0.488  0.35
H  3.042  0.624  0.915  0.30
H  2.503  3.138  -0.806  0.29
H  3.331  3.177  0.674  0.33
H  1.631  2.765  0.795  0.29

Run 3
A cluster of 2 separate species, C10H16 in total. Source: the Open Molecules 2025 dataset; level of theory: ωB97M-V/def2-TZVPD.

highest occupied orbital energy (alpha / beta)	-14.2 / -14.2	eV
total charge	+1
M	136.24	g/mol
⟨S²⟩	0.767
multiplicity	2
HOMO-LUMO gap (alpha / beta)	10.1 / 5.7	eV

Last column: Mulliken charge in e.
Geometry (Å):
C  3.305  1.271  0.928  -0.76
C  2.726  2.083  -0.112  -0.77
H  4.068  0.504  0.679  0.29
H  3.663  1.824  1.749  0.35
H  2.475  0.721  1.530  0.21
H  1.826  2.513  0.222  0.12
H  2.535  1.523  -1.021  0.28
H  3.287  2.911  -0.568  0.36
C  -0.495  -2.089  -0.910  -0.33
C  -1.525  -2.778  -1.845  -1.29
C  -0.950  -0.904  -0.083  0.50
C  -2.278  -0.790  0.297  -0.30
C  -0.182  0.301  0.176  0.03
C  -2.847  0.424  0.948  -0.53
C  -0.698  1.330  0.837  0.00
C  -2.001  1.434  1.118  -0.43
H  0.010  -2.801  -0.220  0.36
H  0.393  -1.684  -1.696  0.30
H  -2.290  -3.140  -1.351  0.45
H  -3.098  -1.527  0.303  0.26
H  0.846  0.400  0.048  0.22
H  -3.933  0.427  0.955  0.40
H  0.028  2.150  1.009  0.21
H  -2.200  2.267  1.832  0.37
H  -1.005  -3.891  -2.033  0.30
H  -1.662  -2.479  -2.788  0.42

Of them, run 3 has the lowest stability.

Run 1
The molecule C8H11NO2. Source: the Open Molecules 2025 dataset; level of theory: ωB97M-V/def2-TZVPD.

highest occupied orbital energy	-7.9	eV
M	153.18	g/mol
SMILES string	CCn1ccc(=O)c(O)c1C
HOMO-LUMO gap	8.5	eV

Last column: Mulliken charge in e.
Geometry (Å):
C  1.270  2.508  -1.811  -0.99
C  1.508  0.991  -1.663  -0.97
C  -0.635  0.008  -1.375  0.12
C  -1.696  -0.731  -0.859  -0.73
C  -1.544  -1.157  0.441  0.95
C  -0.247  -0.718  1.020  0.16
C  0.794  -0.038  0.438  0.46
C  1.898  0.450  1.162  -1.56
H  1.998  2.994  -2.549  0.33
H  0.291  2.879  -2.035  0.34
H  1.469  3.037  -0.838  0.28
H  2.526  0.703  -1.420  0.45
H  1.381  0.750  -2.667  0.44
H  -0.930  0.408  -2.377  0.27
H  -2.571  -0.911  -1.466  0.41
H  -1.277  -1.375  2.333  0.39
H  1.683  1.253  1.788  0.29
H  2.282  -0.352  1.826  0.35
H  2.818  0.825  0.633  0.34
N  0.585  0.284  -0.870  0.12
O  -2.396  -1.573  1.263  -0.76
O  -0.335  -0.938  2.330  -0.71

Run 2
The molecule C8H11NO2. Source: the Open Molecules 2025 dataset; level of theory: ωB97M-V/def2-TZVPD.

highest occupied orbital energy	-7.8	eV
M	153.18	g/mol
SMILES string	CCn1ccc(=O)c(O)c1C
HOMO-LUMO gap	8.4	eV

Last column: Mulliken charge in e.
Geometry (Å):
C  2.256  -0.484  -1.662  -0.94
C  0.957  -1.273  -1.112  -1.00
C  -0.886  0.139  -1.330  0.09
C  -1.684  1.235  -1.046  -0.84
C  -1.952  1.478  0.389  1.19
C  -1.177  0.819  1.308  0.33
C  -0.256  -0.194  0.955  0.09
C  0.600  -0.763  1.969  -1.45
H  2.967  -1.198  -2.285  0.31
H  2.049  0.442  -2.240  0.31
H  2.869  -0.254  -0.788  0.28
H  1.271  -1.975  -0.423  0.48
H  0.234  -1.697  -1.768  0.49
H  -0.857  -0.388  -2.268  0.34
H  -2.643  1.583  -1.716  0.24
H  -2.122  1.779  2.670  0.40
H  1.625  -0.434  1.610  0.25
H  0.073  -0.289  2.775  0.42
H  0.521  -1.810  2.027  0.35
N  -0.034  -0.409  -0.418  0.10
O  -2.622  2.438  0.820  -0.78
O  -1.190  1.255  2.532  -0.66

Of them, run 2 has the lowest stability.